(1)
# C5H13NO

A cluster of 2 separate species, C5H13NO in total (wB97M-V/def2-TZVPD, the OMol25 dataset).

Output
Energy relative to the best compared isomer or geometry (same formula, charge and spin): 2.873 eV
Multiplicity: 1
Net charge: 0
SMILES: C/C=C\O.CCN
Lowest unoccupied orbital energy: 0.8 eV
Gap between HOMO and LUMO: 9.2 eV
Energy: -328.2133 hartree

Last column: Mulliken charge in e.
CARTESIAN COORDINATES (ANGSTROEM)
C1 -0.48399 -0.01867 -2.30328  -1.23
C2 -1.07252 0.89172 -1.26781  -0.07
C3 -1.76568 0.48291 -0.16213  -0.31
O1 -2.32714 -0.77561 -0.04111  -0.52
H1 -1.12414 -0.08849 -3.19017  0.34
H2 0.48319 0.35868 -2.63296  0.34
H3 -0.32793 -1.02926 -1.92357  0.30
H4 -1.00537 1.95333 -1.45557  0.36
H5 -2.38437 1.21412 0.35015  0.38
H6 -2.18732 -1.28608 -0.84710  0.33
C4 1.25751 -1.28946 1.13378  -1.18
C5 0.88091 0.17636 1.16045  0.41
N1 1.56930 0.88939 2.17009  -0.57
H7 0.56353 -1.83932 0.50289  0.29
H8 1.20888 -1.71044 2.13661  0.38
H9 2.27692 -1.41805 0.76267  0.33
H10 0.90708 0.62487 0.14170  0.06
H11 -0.39026 0.26689 1.06256  -0.06
H12 1.35527 1.87763 2.20283  0.22
H13 2.56612 0.71947 2.19997  0.22



(2)
# C17H41CrNO9

A structure of composition C17H41CrNO9 (wB97M-V/def2-TZVPD, the OMol25 dataset).

Output
Energy relative to the best compared isomer or geometry (same formula, charge and spin): 0.000 eV
Multiplicity: 5
Net charge: 0
Lowest unoccupied orbital energy (alpha / beta): 0.1 / 0.1 eV
Gap between HOMO and LUMO (alpha / beta): 6.9 / 7.9 eV
<S²>: 6.01
Energy: -2448.7265 hartree

Last column: Mulliken charge in e.
CARTESIAN COORDINATES (ANGSTROEM)
Cr1 0.28803 -9.76748 -19.51614  1.44
N1 -0.54561 -12.23039 -17.35995  -0.12
H1 -0.13547 -13.14310 -17.18721  0.40
H2 0.25676 -11.50872 -17.36531  -0.10
H3 -1.15235 -12.01220 -16.57217  0.40
H4 -1.03193 -12.08974 -18.29126  -0.47
C1 3.66520 -9.99632 -18.16681  -1.07
C2 2.56706 -10.43987 -17.22132  0.43
C3 2.33463 -9.41451 -16.11751  -1.35
O1 1.38588 -10.64859 -17.94356  -0.02
H5 4.67276 -9.96217 -17.74371  0.42
H6 3.45743 -8.98704 -18.54614  0.11
H7 3.68337 -10.60781 -19.07167  0.11
H8 2.87433 -11.38928 -16.74237  0.22
H9 3.11168 -9.47463 -15.34335  0.47
H10 1.41511 -9.60365 -15.55701  0.30
H11 2.31481 -8.40364 -16.52599  0.20
C4 1.77456 -6.38471 -21.74863  -1.30
C5 0.79661 -6.58613 -20.58367  0.94
C6 -0.56959 -5.99092 -20.89850  -1.49
O2 0.69932 -7.89998 -20.21026  -1.02
H12 1.80691 -7.26521 -22.39490  0.08
H13 2.77899 -6.42871 -21.30842  0.35
H14 1.64182 -5.46287 -22.31159  0.36
H15 1.18964 -6.01490 -19.71985  -0.09
H16 -1.31531 -6.11963 -20.11054  0.14
H17 -1.00982 -6.31456 -21.85146  0.33
H18 -0.52465 -4.90021 -21.06238  0.42
C7 -1.76189 -12.23860 -21.86799  -1.05
C8 -2.26904 -11.77343 -20.49036  0.48
C9 -2.85702 -12.91426 -19.69090  -1.79
O3 -1.26071 -11.16425 -19.74516  0.50
H19 -1.46426 -11.35412 -22.42550  -0.07
H20 -2.59145 -12.69570 -22.41717  0.50
H21 -0.94315 -12.95599 -21.80074  0.14
H22 -3.00524 -11.01867 -20.82406  0.24
H23 -3.21883 -12.52261 -18.73336  0.42
H24 -2.08028 -13.65160 -19.47777  0.29
H25 -3.72299 -13.37085 -20.17464  0.37
C10 -0.08874 -5.25518 -17.15038  -1.16
C11 -0.27650 -6.58899 -16.45122  0.39
O4 -1.64433 -7.02810 -16.54568  -0.43
C12 -1.90885 -7.93265 -17.47737  0.55
O5 -1.11062 -8.67358 -17.97786  -0.19
O6 -3.21845 -7.93172 -17.69412  -0.41
C13 -3.63607 -8.65890 -18.86469  -0.17
H26 -0.52439 -4.43249 -16.58024  0.37
H27 -0.46370 -5.20304 -18.16699  0.17
H28 0.99146 -5.08062 -17.17104  0.35
H29 -0.11803 -6.45474 -15.38404  0.37
H30 0.42642 -7.30451 -16.86660  -0.37
H31 -3.64631 -7.94268 -19.69142  0.31
H32 -4.60604 -9.12027 -18.72371  0.33
H33 -2.91804 -9.42307 -19.17180  -0.31
C14 1.33762 -13.48846 -20.14535  -0.55
C15 2.40027 -12.83211 -21.00336  0.19
O7 1.91852 -12.37612 -22.26717  -0.43
C16 1.35410 -11.18393 -22.27403  0.76
O8 1.31310 -10.39465 -21.36567  -0.52
O9 0.85443 -10.96236 -23.47698  -0.39
C17 0.28185 -9.69891 -23.70479  -0.08
H34 1.85220 -13.95614 -19.30176  0.54
H35 0.90455 -14.32772 -20.70122  0.37
H36 0.56077 -12.79553 -19.83686  -0.24
H37 3.21621 -13.52983 -21.17342  0.43
H38 2.81496 -11.97655 -20.46601  -0.35
H39 0.23875 -9.44743 -24.75878  0.37
H40 0.79038 -8.91224 -23.14181  -0.24
H41 -0.74607 -9.58862 -23.33316  0.22



(3)
# C2H4O2

A cluster of 2 separate species, C2H4O2 in total (wB97M-V/def2-TZVPD, the OMol25 dataset).

Output
Energy relative to the best compared isomer or geometry (same formula, charge and spin): 5.449 eV
Multiplicity: 1
Net charge: 0
Lowest unoccupied orbital energy (alpha / beta): -1.3 / -1.2 eV
Gap between HOMO and LUMO (alpha / beta): 9.0 / 8.6 eV
Energy: -228.9063 hartree

Last column: Mulliken charge in e.
CARTESIAN COORDINATES (ANGSTROEM)
O1 -1.60152 0.83291 0.26608  -0.46
C1 -0.10244 -0.90702 -0.16204  -0.70
C2 0.92414 0.10859 -0.15776  0.34
O2 0.73220 1.29527 -0.01088  -0.50
H1 -1.21800 1.73344 0.36217  0.35
H2 -0.79434 -0.94330 0.65782  0.34
H3 0.11375 -1.85726 -0.69433  0.31
H4 1.96151 -0.25715 -0.26025  0.33



(4)
# C3H15N2O2

A structure of composition C3H15N2O2 (wB97M-V/def2-TZVPD, the OMol25 dataset).

Output
Energy relative to the best compared isomer or geometry (same formula, charge and spin): 4.491 eV
Multiplicity: 1
Net charge: +1
Lowest unoccupied orbital energy: -6.3 eV
Gap between HOMO and LUMO: 7.2 eV
Energy: -382.9109 hartree

Last column: Mulliken charge in e.
CARTESIAN COORDINATES (ANGSTROEM)
C1 0.24050 -0.35946 -0.92024  -0.37
C2 1.46253 -0.60289 -1.66470  -0.36
C3 0.08448 0.65113 -2.04360  -0.44
N1 0.87341 1.90110 -1.83467  -0.55
N2 1.91186 0.97328 1.25026  -0.63
H1 -0.48122 -1.18553 -0.90881  0.37
H2 0.21952 0.03286 0.08962  0.48
H3 2.39698 -0.47455 -1.11384  0.26
H4 1.47284 -1.19180 -2.57520  0.30
H5 -0.95768 1.01559 -2.01679  0.45
H6 0.12613 0.29819 -3.08193  0.40
H7 1.81758 1.40147 0.33491  0.16
H8 0.30900 2.72135 -2.03618  0.25
H9 1.68107 1.96868 -2.44749  0.23
H10 2.69981 0.33325 1.19810  0.21
H11 2.20356 1.72852 1.85777  0.26
H12 -2.18642 -1.58610 1.85149  0.34
H13 -0.72755 -1.83910 2.11602  0.30
O1 -1.30375 -1.31591 1.55660  -0.65
H14 -4.40874 -2.05671 3.17474  0.31
H15 -3.80127 -0.92568 3.98535  0.29
O2 -3.63264 -1.48769 3.22859  -0.61